95
Properties=species:S:1:pos:R:3 method="wB97M-V/def2-TZVPD" smiles="CCO[C@]1(CC)NC(=O)[C@](C[C@@H](O)C(F)(F)F)(P(C)O)[C@@]1(C)P(=N)(O)O.CCN(CC)CC.CCN(CC)CC" spin_multiplicity=1 total_energy_ev=-71794.7231
C 4.902 -1.019 -1.084
C 3.909 0.131 -1.001
O 2.543 -0.253 -1.077
C 1.908 -0.933 -0.016
C 2.352 -0.410 1.362
C 3.644 -0.979 1.962
N 2.121 -2.390 -0.177
C 0.916 -3.082 -0.214
O 0.811 -4.207 -0.622
C -0.190 -2.187 0.325
C -0.237 -2.331 1.884
C 0.958 -2.923 2.647
O 0.932 -2.316 3.929
C 0.943 -4.471 2.794
F 0.878 -4.852 4.083
F 2.093 -4.984 2.291
F -0.073 -5.066 2.156
P -1.857 -2.726 -0.420
C -3.027 -1.807 0.658
O -2.008 -4.192 0.321
C 0.349 -0.818 -0.266
C 0.151 -0.807 -1.807
P -0.461 0.750 0.251
N -1.819 1.098 -0.390
O 0.632 1.919 0.021
O -0.423 0.757 1.856
H 4.669 -1.831 -0.397
H 4.933 -1.426 -2.096
H 5.902 -0.654 -0.841
H 4.087 0.768 -0.131
H 4.046 0.767 -1.877
H 2.448 0.672 1.256
H 1.543 -0.554 2.072
H 3.779 -2.032 1.710
H 4.531 -0.451 1.617
H 3.610 -0.889 3.049
H 2.696 -2.618 -0.980
H -1.099 -2.945 2.144
H -0.407 -1.358 2.332
H 1.909 -2.708 2.163
H 1.810 -2.366 4.324
H -2.543 -1.175 1.398
H -3.649 -1.162 0.038
H -3.663 -2.527 1.173
H -1.639 -4.880 -0.246
H -0.880 -1.032 -2.064
H 0.770 -1.559 -2.295
H 0.382 0.167 -2.234
H -2.196 0.426 -1.042
H 0.469 2.337 -0.836
H -0.480 1.655 2.208
C 2.491 0.511 -4.559
C 2.670 1.373 -5.797
N 1.676 2.429 -5.893
C 1.654 3.091 -7.186
C 2.887 3.901 -7.602
C 1.559 3.292 -4.730
C 2.816 4.035 -4.258
H 1.480 0.102 -4.513
H 3.194 -0.323 -4.579
H 2.675 1.067 -3.639
H 2.557 0.748 -6.687
H 3.705 1.750 -5.818
H 0.774 3.740 -7.210
H 1.478 2.316 -7.937
H 2.962 4.844 -7.061
H 2.826 4.140 -8.666
H 3.811 3.343 -7.444
H 1.188 2.685 -3.899
H 0.764 4.012 -4.940
H 3.689 3.380 -4.243
H 2.667 4.405 -3.241
H 3.052 4.893 -4.886
C -2.928 -1.066 4.707
C -3.379 0.374 4.528
N -4.457 0.524 3.566
C -4.686 1.900 3.164
C -5.176 2.892 4.225
C -5.642 -0.279 3.816
C -6.360 -0.098 5.160
H -2.651 -1.500 3.745
H -2.052 -1.100 5.355
H -3.697 -1.691 5.160
H -2.534 0.958 4.147
H -3.620 0.796 5.518
H -5.393 1.887 2.330
H -3.743 2.271 2.749
H -6.223 2.737 4.481
H -5.080 3.911 3.845
H -4.589 2.827 5.143
H -5.361 -1.330 3.717
H -6.340 -0.085 2.998
H -5.654 -0.070 5.992
H -7.035 -0.937 5.333
H -6.955 0.814 5.194

93
Properties=species:S:1:pos:R:3 method="wB97M-V/def2-TZVPD" spin_multiplicity=1 charge=-1 total_energy_ev=-119738.3602 de_lowest_kj_mol=0.0
C -3.173 1.088 -1.482
C -3.265 2.564 -1.827
C -3.170 2.923 -3.290
C -3.434 3.460 -0.801
C -2.455 4.513 -0.357
C -1.461 5.027 -1.425
C -0.026 5.099 -0.876
C 0.861 5.890 -1.849
C 0.535 3.714 -0.456
C 1.670 3.148 -1.322
In 3.678 4.039 -0.913
Br 5.537 2.187 -0.904
H -4.080 0.557 -1.810
H -2.302 0.719 -2.023
H -3.064 0.952 -0.411
H -2.177 2.686 -3.686
H -3.409 3.971 -3.441
H -3.926 2.319 -3.795
H -4.348 3.377 -0.206
H -3.027 5.383 -0.001
H -1.899 4.157 0.513
H -1.435 4.421 -2.332
H -1.771 6.039 -1.691
H -0.083 5.709 0.035
H 0.260 6.724 -2.229
H 1.189 5.321 -2.715
H 1.710 6.334 -1.330
H -0.306 3.008 -0.498
H 0.816 3.747 0.597
H 1.411 3.187 -2.381
H 1.755 2.086 -1.074
H 3.727 5.000 0.604
H 4.072 5.154 -2.267
C 0.604 -1.031 -1.783
C -0.322 -1.289 -2.942
O -0.958 -0.393 -3.478
N -0.442 -2.570 -3.385
C 0.216 -3.766 -2.887
H 0.586 0.029 -1.552
H 0.276 -1.586 -0.902
H 1.626 -1.313 -2.038
H -1.078 -2.664 -4.160
H 0.798 -4.217 -3.694
H -0.542 -4.479 -2.565
H 0.875 -3.541 -2.055
C 5.991 -0.038 1.668
C 5.815 -0.892 2.899
O 4.719 -1.245 3.310
N 6.944 -1.274 3.565
C 8.321 -0.961 3.240
H 5.020 0.188 1.244
H 6.481 0.901 1.921
H 6.579 -0.569 0.919
H 6.759 -1.841 4.377
H 8.877 -1.886 3.075
H 8.780 -0.425 4.075
H 8.383 -0.346 2.349
C 0.378 0.580 3.618
C 0.075 2.059 3.609
O -0.790 2.540 2.899
N 0.814 2.857 4.429
C 1.881 2.474 5.332
H -0.282 0.078 2.915
H 1.409 0.403 3.309
H 0.208 0.166 4.614
H 0.564 3.831 4.371
H 1.617 2.762 6.352
H 2.799 2.993 5.051
H 2.058 1.404 5.301
C -2.896 -5.777 -4.891
C -2.770 -6.287 -3.475
O -1.697 -6.624 -3.002
N -3.904 -6.356 -2.728
C -5.257 -5.999 -3.111
H -1.912 -5.780 -5.350
H -3.555 -6.422 -5.473
H -3.282 -4.756 -4.897
H -3.747 -6.702 -1.795
H -5.628 -5.217 -2.447
H -5.905 -6.873 -3.016
H -5.296 -5.640 -4.134
C -3.557 -2.817 2.299
C -2.060 -2.640 2.198
O -1.546 -1.999 1.301
N -1.283 -3.225 3.153
C -1.700 -4.021 4.290
H -4.023 -2.292 1.470
H -3.823 -3.873 2.239
H -3.931 -2.395 3.233
H -0.297 -3.061 3.018
H -1.357 -3.546 5.211
H -1.248 -5.013 4.225
H -2.779 -4.124 4.325

91
Properties=species:S:1:pos:R:3 method="wB97M-V/def2-TZVPD" spin_multiplicity=1 charge=-1 total_energy_ev=-72714.1750
C -4.599 3.107 -3.226
C -5.044 1.550 -3.646
N -3.820 0.661 -3.696
C -3.374 0.347 -5.106
C -1.917 1.142 -5.310
C -4.008 -0.646 -2.959
S -5.225 -1.803 -3.231
S -2.734 -1.092 -1.607
C -3.260 -0.180 -0.058
C -2.199 -0.253 1.190
C -0.695 -0.776 0.799
In 0.460 0.571 -0.607
C 0.555 2.694 0.172
C 1.963 3.070 0.923
C 1.940 4.704 1.177
C 0.671 5.058 2.203
C -0.306 6.255 1.634
C -1.715 5.735 0.976
O -1.579 5.054 -0.323
C -1.209 5.980 -1.404
C -0.949 5.292 -2.905
O -1.093 7.307 -1.309
Si 2.787 -0.414 -1.121
C 3.882 -0.689 0.439
C 2.431 -2.203 -1.850
C 3.773 0.660 -2.394
H -4.274 3.697 -4.205
H -5.460 3.675 -2.664
H -3.610 3.057 -2.561
H -5.859 1.114 -2.902
H -5.594 1.666 -4.691
H -3.239 -0.837 -5.157
H -4.148 0.617 -5.944
H -1.372 0.791 -6.286
H -2.088 2.304 -5.240
H -1.250 0.858 -4.364
H -3.466 0.951 -0.324
H -4.271 -0.690 0.314
H -2.141 0.768 1.794
H -2.641 -1.052 1.956
H -0.673 -1.880 0.377
H -0.077 -0.806 1.820
H -0.413 0.627 -2.211
H -0.408 2.876 0.813
H 0.457 3.412 -0.775
H 2.018 2.445 1.912
H 2.845 2.822 0.164
H 2.961 4.948 1.744
H 1.897 5.336 0.189
H 0.100 4.098 2.553
H 1.194 5.504 3.178
H 0.303 6.990 0.927
H -0.605 6.919 2.578
H -2.527 6.600 0.898
H -2.165 4.933 1.734
H -1.881 5.498 -3.613
H -0.881 4.105 -2.808
H 0.039 5.681 -3.412
H 4.322 0.298 0.915
H 3.272 -1.337 1.230
H 4.834 -1.340 0.132
H 1.273 -2.455 -1.713
H 2.643 -2.259 -2.999
H 3.015 -2.981 -1.198
H 3.097 0.756 -3.360
H 4.746 0.066 -2.737
H 4.128 1.705 -1.973
C 0.040 -5.901 5.447
O 1.039 -4.913 5.223
C 2.373 -5.427 5.316
C 3.042 -5.447 3.932
N 2.446 -6.469 3.065
C 2.849 -6.357 1.657
C 2.446 -5.073 0.904
O 1.038 -4.934 0.699
C 0.337 -4.362 1.794
H -0.925 -5.394 5.533
H -0.013 -6.601 4.609
H 0.227 -6.446 6.378
H 2.405 -6.417 5.791
H 2.929 -4.737 5.959
H 4.111 -5.655 4.051
H 2.933 -4.449 3.498
H 1.432 -6.395 3.112
H 2.394 -7.208 1.138
H 3.934 -6.491 1.587
H 2.882 -5.140 -0.100
H 2.869 -4.168 1.351
H 0.942 -3.635 2.345
H -0.025 -5.146 2.460
H -0.544 -3.846 1.402

98
Properties=species:S:1:pos:R:3 method="wB97M-V/def2-TZVPD" spin_multiplicity=1 charge=+1 total_energy_ev=-69250.9461
C -0.513 8.464 2.874
C -1.395 7.120 2.934
C -1.769 6.510 1.486
C -0.647 5.537 0.882
C -1.213 4.024 0.761
C -2.345 3.875 -0.371
C -2.902 2.373 -0.460
C -2.050 1.447 -1.502
C -1.790 0.059 -0.749
C -1.062 -1.060 -1.622
N -0.020 -0.544 -2.555
C 1.321 -0.975 -2.069
C 2.480 -0.680 -3.167
C 2.168 -1.308 -4.612
C 1.963 -0.129 -5.689
O -1.961 -1.932 -2.391
C -2.031 -3.230 -1.851
O -2.455 -3.344 -0.668
C -1.572 -4.572 -2.575
C -1.288 -4.208 -4.240
C -1.495 -5.518 -5.299
O -0.088 -4.878 -4.866
H -0.492 8.930 1.819
H -0.917 9.290 3.571
H 0.564 8.221 3.191
H -2.398 7.306 3.473
H -0.778 6.333 3.503
H -2.779 5.955 1.492
H -1.874 7.436 0.749
H 0.271 5.612 1.557
H -0.453 5.882 -0.199
H -0.328 3.328 0.503
H -1.601 3.691 1.796
H -3.236 4.544 -0.082
H -1.898 4.252 -1.360
H -2.947 1.923 0.592
H -3.998 2.401 -0.828
H -1.085 2.008 -1.785
H -2.696 1.374 -2.438
H -1.079 0.295 0.134
H -2.772 -0.278 -0.268
H -0.508 -1.748 -0.873
H -0.260 -0.946 -3.472
H 1.404 -2.100 -1.835
H 1.552 -0.333 -1.136
H 3.408 -1.236 -2.764
H 2.707 0.437 -3.183
H 3.064 -1.945 -4.910
H 1.237 -1.995 -4.568
H 0.881 -0.074 -6.043
H 2.269 0.882 -5.239
H 2.654 -0.296 -6.585
H -2.437 -5.309 -2.631
H -0.587 -5.008 -2.203
H -1.633 -3.130 -4.627
H -1.177 -5.375 -6.391
H -1.309 -6.550 -4.764
Al -1.938 -7.167 -3.319
O 0.282 -0.392 5.884
P -0.119 -1.529 4.926
N 1.471 -2.173 4.893
C 2.264 -2.618 3.766
C 1.898 -2.843 6.120
N -0.408 -0.434 3.621
C 0.670 0.071 2.788
C -1.286 0.686 3.971
N -0.665 -2.840 3.872
C -0.805 -4.162 4.469
C -0.981 -2.804 2.460
H 1.824 -3.470 3.235
H 3.262 -2.938 4.081
H 2.457 -1.817 3.055
H 1.616 -3.902 6.116
H 1.446 -2.382 7.002
H 2.981 -2.771 6.260
H 1.496 0.478 3.381
H 0.319 0.857 2.112
H 1.044 -0.707 2.121
H -0.749 1.480 4.499
H -2.107 0.347 4.611
H -1.742 1.117 3.074
H 0.041 -4.805 4.204
H -1.729 -4.656 4.153
H -0.849 -4.093 5.558
H -0.075 -2.753 1.849
H -1.635 -1.968 2.204
H -1.528 -3.698 2.140
N 2.643 3.301 -6.762
O 2.305 3.495 -5.589
O 3.446 2.405 -7.033
O 2.175 4.003 -7.661
C 3.955 -3.119 -0.338
O 3.588 -3.274 -1.702
H 4.900 -2.580 -0.287
H 3.184 -2.549 0.189
H 4.074 -4.102 0.125
H 2.751 -3.753 -1.719
F -1.582 7.250 -0.779

95
Properties=species:S:1:pos:R:3 method="wB97M-V/def2-TZVPD" spin_multiplicity=2 charge=+2 total_energy_ev=-80818.9545
Hg 3.658 3.288 -1.194
C 1.420 0.577 -0.092
O 2.398 1.475 -0.467
H 0.618 0.355 -0.797
H 1.832 -0.430 -0.026
H 1.023 0.785 0.901
C -0.155 -0.480 4.411
C -1.041 -1.074 3.274
N -1.419 -2.502 3.426
C -0.308 -3.361 3.088
C -0.736 -4.783 2.628
C -1.929 -2.882 4.727
C -3.291 -2.214 5.095
H -0.795 -0.452 5.293
H 0.259 0.455 4.033
H 0.617 -1.228 4.590
H -1.780 -0.349 2.932
H -0.523 -1.090 2.315
H 0.279 -2.941 2.272
H 0.407 -3.437 3.908
H -1.381 -4.704 1.753
H 0.134 -5.318 2.246
H -1.221 -5.331 3.436
H -1.216 -2.597 5.502
H -2.076 -3.962 4.720
H -3.900 -2.394 4.209
H -3.183 -1.135 5.212
H -3.677 -2.714 5.983
C -4.514 2.266 2.877
C -3.693 3.562 2.714
N -2.350 3.388 2.247
C -1.443 2.814 3.226
C -1.149 3.828 4.359
C -2.196 2.597 1.025
C -2.896 3.276 -0.188
H -4.197 1.610 3.688
H -4.612 1.633 1.995
H -5.576 2.502 2.949
H -4.218 4.316 2.127
H -3.674 4.049 3.689
H -1.785 1.837 3.567
H -0.458 2.599 2.811
H -0.196 3.660 4.862
H -0.891 4.754 3.846
H -2.002 4.048 5.000
H -2.421 1.540 1.168
H -1.128 2.587 0.809
H -3.964 3.463 -0.076
H -2.772 2.776 -1.148
H -2.398 4.231 -0.352
C 0.956 -3.613 -2.439
C -0.501 -3.863 -1.868
C -1.522 -3.202 -2.835
S -0.622 -2.218 -4.147
O -1.102 -0.857 -4.374
O -0.426 -3.134 -5.332
C 0.977 -2.241 -3.214
H 1.100 -4.381 -3.199
H 1.709 -3.722 -1.659
H -0.628 -3.233 -0.987
H -0.550 -4.864 -1.439
H -2.105 -2.435 -2.326
H -2.281 -3.749 -3.394
H 0.957 -1.408 -2.510
H 1.837 -2.119 -3.872
C 4.847 -2.290 -1.829
C 5.113 -1.617 -0.438
C 6.077 -0.488 -0.750
S 5.539 0.200 -2.420
O 6.650 0.121 -3.372
O 4.812 1.471 -2.309
C 4.394 -1.150 -2.787
H 4.092 -3.057 -1.654
H 5.720 -2.850 -2.164
H 5.465 -2.380 0.257
H 4.201 -1.259 0.038
H 7.044 -0.960 -0.928
H 6.206 0.351 -0.067
H 4.381 -1.282 -3.869
H 3.406 -0.844 -2.441
C -1.383 2.934 -4.172
C -0.687 3.076 -5.530
C 0.783 3.465 -5.338
S 1.319 2.348 -3.908
O 2.231 3.047 -3.007
O 1.688 1.059 -4.492
C -0.441 2.237 -3.160
H -2.329 2.417 -4.331
H -1.560 3.945 -3.803
H -1.279 3.769 -6.129
H -0.820 2.119 -6.033
H 0.806 4.511 -5.031
H 1.523 3.334 -6.128
H -0.381 2.732 -2.191
H -0.699 1.191 -2.993

Please write out number 1 again, unchanged.
95
Properties=species:S:1:pos:R:3 method="wB97M-V/def2-TZVPD" smiles="CCO[C@]1(CC)NC(=O)[C@](C[C@@H](O)C(F)(F)F)(P(C)O)[C@@]1(C)P(=N)(O)O.CCN(CC)CC.CCN(CC)CC" spin_multiplicity=1 total_energy_ev=-71794.7231
C 4.902 -1.019 -1.084
C 3.909 0.131 -1.001
O 2.543 -0.253 -1.077
C 1.908 -0.933 -0.016
C 2.352 -0.410 1.362
C 3.644 -0.979 1.962
N 2.121 -2.390 -0.177
C 0.916 -3.082 -0.214
O 0.811 -4.207 -0.622
C -0.190 -2.187 0.325
C -0.237 -2.331 1.884
C 0.958 -2.923 2.647
O 0.932 -2.316 3.929
C 0.943 -4.471 2.794
F 0.878 -4.852 4.083
F 2.093 -4.984 2.291
F -0.073 -5.066 2.156
P -1.857 -2.726 -0.420
C -3.027 -1.807 0.658
O -2.008 -4.192 0.321
C 0.349 -0.818 -0.266
C 0.151 -0.807 -1.807
P -0.461 0.750 0.251
N -1.819 1.098 -0.390
O 0.632 1.919 0.021
O -0.423 0.757 1.856
H 4.669 -1.831 -0.397
H 4.933 -1.426 -2.096
H 5.902 -0.654 -0.841
H 4.087 0.768 -0.131
H 4.046 0.767 -1.877
H 2.448 0.672 1.256
H 1.543 -0.554 2.072
H 3.779 -2.032 1.710
H 4.531 -0.451 1.617
H 3.610 -0.889 3.049
H 2.696 -2.618 -0.980
H -1.099 -2.945 2.144
H -0.407 -1.358 2.332
H 1.909 -2.708 2.163
H 1.810 -2.366 4.324
H -2.543 -1.175 1.398
H -3.649 -1.162 0.038
H -3.663 -2.527 1.173
H -1.639 -4.880 -0.246
H -0.880 -1.032 -2.064
H 0.770 -1.559 -2.295
H 0.382 0.167 -2.234
H -2.196 0.426 -1.042
H 0.469 2.337 -0.836
H -0.480 1.655 2.208
C 2.491 0.511 -4.559
C 2.670 1.373 -5.797
N 1.676 2.429 -5.893
C 1.654 3.091 -7.186
C 2.887 3.901 -7.602
C 1.559 3.292 -4.730
C 2.816 4.035 -4.258
H 1.480 0.102 -4.513
H 3.194 -0.323 -4.579
H 2.675 1.067 -3.639
H 2.557 0.748 -6.687
H 3.705 1.750 -5.818
H 0.774 3.740 -7.210
H 1.478 2.316 -7.937
H 2.962 4.844 -7.061
H 2.826 4.140 -8.666
H 3.811 3.343 -7.444
H 1.188 2.685 -3.899
H 0.764 4.012 -4.940
H 3.689 3.380 -4.243
H 2.667 4.405 -3.241
H 3.052 4.893 -4.886
C -2.928 -1.066 4.707
C -3.379 0.374 4.528
N -4.457 0.524 3.566
C -4.686 1.900 3.164
C -5.176 2.892 4.225
C -5.642 -0.279 3.816
C -6.360 -0.098 5.160
H -2.651 -1.500 3.745
H -2.052 -1.100 5.355
H -3.697 -1.691 5.160
H -2.534 0.958 4.147
H -3.620 0.796 5.518
H -5.393 1.887 2.330
H -3.743 2.271 2.749
H -6.223 2.737 4.481
H -5.080 3.911 3.845
H -4.589 2.827 5.143
H -5.361 -1.330 3.717
H -6.340 -0.085 2.998
H -5.654 -0.070 5.992
H -7.035 -0.937 5.333
H -6.955 0.814 5.194